*one*
Below is a cluster of 2 separate species, C3H5P in total, with properties calculated with ωB97M-V with the def2-TZVPD basis set.

The frontier orbital gap (alpha / beta) is 7.40 / 7.41 eV. As for the highest occupied orbital energy (alpha / beta): -8.9 / -8.9 eV. The molar mass is 72.05 g mol⁻¹.

Each line ends with the Löwdin charge.
Geometry (Å):
C  0.898  -0.724  0.031  -0.226
C  1.105  -1.883  0.198  0.095
C  0.706  0.637  -0.332  -0.126
P  -3.203  0.363  0.685  0.413
H  1.255  -2.919  0.103  0.015
H  -2.388  1.517  0.604  -0.354
H  1.423  1.334  -0.054  0.055
H  -0.186  0.943  0.183  0.012
H  0.389  0.731  -1.418  0.116

*two*
Below is an isolated molecule of C3H5P, with properties calculated with ωB97M-V with the def2-TZVPD basis set.

The frontier orbital gap (alpha / beta) is 7.58 / 7.04 eV. As for the highest occupied orbital energy (alpha / beta): -8.2 / -8.0 eV. Its SMILES is C=P#CC. The molar mass is 72.05 g mol⁻¹.

Each line ends with the Löwdin charge.
Geometry (Å):
C  -1.959  1.122  -1.102  -0.325
P  -0.358  0.873  -0.385  0.807
C  0.240  -0.562  0.157  -0.411
C  1.405  -1.033  0.965  -0.238
H  -2.225  2.154  -0.840  -0.038
H  -2.184  1.032  -2.164  -0.022
H  1.647  -2.038  0.610  0.056
H  1.163  -1.271  2.014  0.068
H  2.271  -0.278  0.745  0.101

Most favorable first, least favorable last: *one*, *two*